{"formula": "C6H10N6", "method": "ωB97M-V/def2-TZVPD", "elements": ["N", "N", "C", "H", "C", "C", "C", "C", "C", "H", "H", "N", "N", "H", "H", "N", "N", "H", "H", "H", "H", "H"], "xyz": [[0.6775, 0.6163, 1.1655], [-1.4044, -1.2685, 2.9672], [0.0870, -0.6330, -0.6953], [-2.0889, -3.0314, -1.0136], [0.7560, 0.2304, -1.8194], [-0.0763, 1.2305, -2.5380], [-1.6863, -1.6128, 1.8461], [-1.7474, -0.7932, 4.2973], [-1.5743, -2.2222, -0.5062], [-2.0240, -1.7584, 4.8159], [1.7872, 1.3725, -0.4757], [1.8494, 0.9966, -1.4271], [-0.7028, -1.5812, -1.1735], [1.2159, -0.5179, -2.5529], [-1.0023, -0.0751, 4.6285], [0.1358, -0.0842, 0.4518], [-1.9333, -2.2232, 0.8247], [2.8057, 0.5570, -1.4888], [-0.9388, 0.7424, -2.9234], [-2.7921, -0.4123, 4.1453], [-0.3737, 1.9228, -1.7291], [0.6035, 1.6618, -3.3408]], "forces_ev_per_a": [[-0.19, 0.65, 1.60], [0.32, -0.18, -1.81], [0.43, 1.19, -2.87], [-0.09, 0.22, -0.24], [1.55, -2.24, -1.08], [-0.20, 0.22, -0.13], [0.69, 0.62, 3.41], [-2.77, -1.71, -1.88], [-0.49, -1.33, -0.23], [1.29, 1.29, 0.51], [-0.03, 0.15, -0.41], [4.26, 0.61, 1.87], [-1.42, -1.49, 0.07], [-1.14, 0.57, 0.88], [-0.27, -0.40, 0.54], [0.99, 0.52, 0.62], [0.03, 0.14, -1.20], [-1.70, 0.32, 0.18], [-0.99, -0.05, -0.68], [1.04, 0.72, 0.62], [0.02, 0.37, -0.86], [-1.33, -0.19, 1.11]], "mulliken_charge": [-1.058, -0.287, 0.609, 0.349, 0.150, -1.258, 0.686, -0.725, -0.108, 0.277, 0.218, -0.623, -0.453, 0.355, 0.275, 0.589, -0.506, 0.234, 0.370, 0.317, 0.258, 0.330], "e_lumo_ev": [0.239, 0.240], "orbital_gap_ev": [7.7176, 7.7180], "e_homo_ev": [-7.48, -7.48]}

***

{"formula": "C3H5NS2", "method": "ωB97M-V/def2-TZVPD", "elements": ["S", "H", "S", "C", "H", "H", "H", "C", "N", "H", "C"], "xyz": [[-0.0566, 1.7590, -0.1072], [1.5280, -1.1073, 1.1084], [-2.1401, -0.5697, -0.5260], [0.8984, -0.8979, 0.1795], [2.0494, 0.9052, -0.3903], [0.4726, -1.8369, -0.2753], [-2.1510, 1.1965, 1.0518], [1.0393, 0.3481, -0.6227], [-1.1288, -0.6246, 0.8203], [0.8172, 0.1342, -1.7119], [-1.3284, 0.6935, 0.4735]], "forces_ev_per_a": [[0.11, -0.79, 0.23], [-1.11, 0.69, -1.31], [-0.67, -0.29, -1.96], [-3.08, -0.90, 1.64], [-1.56, -1.53, -1.05], [1.14, 1.22, 0.07], [1.30, -0.05, -0.28], [1.47, 0.93, -0.58], [3.89, -1.15, 1.55], [0.68, 0.48, 1.29], [-2.17, 1.40, 0.40]], "mulliken_charge": [-0.104, 0.250, -0.122, -0.387, 0.338, 0.263, 0.347, -0.464, -0.440, 0.305, 0.014], "e_lumo_ev": [-0.169, -0.171], "orbital_gap_ev": [7.6845, 7.6802], "e_homo_ev": [-7.85, -7.85]}

***

{"formula": "CH2N3O2", "method": "ωB97M-V/def2-TZVPD", "elements": ["H", "N", "N", "C", "H", "O", "N", "O"], "xyz": [[0.3968, -0.6310, 0.7203], [-1.3186, -0.2859, 2.6493], [-0.5537, 0.6035, -0.5321], [-1.4608, 0.0481, 1.2490], [0.1661, 0.7987, -1.2624], [-1.1676, 0.3722, 3.5959], [-0.3882, -0.1768, 0.3992], [-2.5977, 0.3589, 1.0103]], "forces_ev_per_a": [[3.03, -1.77, 0.48], [1.19, -2.05, 0.83], [0.44, 0.62, -2.27], [-4.70, 1.59, 3.60], [0.35, -0.77, 0.91], [-0.09, 0.67, -0.76], [-2.01, 2.28, -1.77], [1.79, -0.57, -1.02]], "mulliken_charge": [0.264, 0.172, -0.365, 0.572, 0.329, -0.136, 0.458, -0.292], "smiles": "[H]/N=[NH+]/C(=O)N=O", "total_charge": 1, "e_lumo_ev": [-8.140, -8.485], "orbital_gap_ev": [6.9008, 6.1977], "e_homo_ev": [-15.04, -14.68]}